Below is a 3-piece molecular cluster, H5OS2 overall in a non-equilibrium geometry, with properties calculated with ωB97M-V/def2-TZVPD.

Last column: natural (NBO) charge in e.
Geometry (Å):
1 O -2.712 -1.469 0.028  -0.92
2 H -2.361 -0.857 -0.604  0.46
3 H -2.023 -1.980 0.449  0.47
4 H 0.979 0.906 0.284  0.17
5 S 0.857 -0.651 -0.703  0.27
6 S 1.883 2.045 0.141  0.16
7 H 1.488 -1.308 0.292  0.16
8 H 1.889 3.314 0.114  0.22

Calculated values
- E_LUMO (eV) = -10.844
- spin multiplicity = 1
- relative energy (zero: lowest compared OMol25 entry of this formula, charge and spin) (kJ/mol) = 555.9
- HOMO energy (eV) = -14.8
- frontier orbital gap (eV) = 4.0
- charge = +1
- strongest force on any atom (eV Å⁻¹) = 6.246

Below is a 3-piece molecular cluster, H5OS2 overall in a non-equilibrium geometry, with properties calculated with ωB97M-V/def2-TZVPD.

Last column: natural (NBO) charge in e.
Geometry (Å):
1 O -1.611 -0.715 2.305  -0.79
2 H -2.521 -0.442 2.443  0.49
3 H -1.656 -0.866 1.368  0.44
4 H 1.603 -0.076 -0.980  0.22
5 S -0.461 0.085 -0.252  0.26
6 S 2.657 0.467 -1.630  -0.09
7 H -1.453 0.964 -0.525  0.17
8 H 3.442 0.582 -2.728  0.30

Calculated values
- E_LUMO (eV) = -10.468
- spin multiplicity = 1
- relative energy (zero: lowest compared OMol25 entry of this formula, charge and spin) (kJ/mol) = 598.4
- HOMO energy (eV) = -15.2
- frontier orbital gap (eV) = 4.7
- charge = +1
- strongest force on any atom (eV Å⁻¹) = 4.124

Below is a 2-piece molecular cluster, H5P3 overall in a non-equilibrium geometry, with properties calculated with ωB97M-V/def2-TZVPD.

Last column: natural (NBO) charge in e.
Geometry (Å):
1 P 0.575 1.011 -1.747  0.01
2 P 2.145 -0.851 0.375  -0.04
3 P 0.689 0.767 0.278  0.04
4 H -0.713 1.413 -1.509  -0.03
5 H -2.915 0.584 0.346  0.00
6 H 2.346 -1.120 1.794  0.01
7 H 0.998 -1.720 0.365  0.01
8 H -3.124 -0.085 0.098  0.00

Calculated values
- E_LUMO (eV) = -1.103
- spin multiplicity = 1
- relative energy (zero: lowest compared OMol25 entry of this formula, charge and spin) (kJ/mol) = 103.2
- HOMO energy (eV) = -8.6
- frontier orbital gap (eV) = 7.5
- charge = 0
- strongest force on any atom (eV Å⁻¹) = 1.565

Below is a 30-piece molecular cluster, H60O30 overall in a non-equilibrium geometry, with properties calculated with ωB97M-V/def2-TZVPD.

Last column: Mulliken charge in e.
Geometry (Å):
1 O 0.081 -1.074 -0.777  -0.31
2 O -2.211 -0.339 0.700  -0.52
3 O 1.800 -0.332 1.485  -0.46
4 O 0.764 2.281 1.657  -0.51
5 O -1.903 2.296 1.146  -0.59
6 O -0.431 -3.167 0.819  0.47
7 O 1.599 -0.438 -3.026  -0.80
8 O -1.051 -0.155 -3.795  -0.60
9 O 0.954 -0.493 4.067  -0.72
10 O -2.147 -2.261 2.919  -0.69
11 O 2.875 -2.923 1.284  -0.51
12 O -3.587 -2.280 -1.019  -0.82
13 O 2.746 2.029 -2.805  -0.63
14 O -1.996 3.810 -1.206  -0.67
15 O 3.144 -2.881 -1.668  -0.47
16 O 1.019 -3.098 3.219  -0.77
17 O -2.243 2.372 -3.404  -0.70
18 O 0.897 4.195 -2.411  -0.68
19 O 4.929 -0.893 -0.073  -0.56
20 O 1.989 4.722 0.388  -0.51
21 O 4.612 2.554 -0.477  -0.55
22 O -0.041 -4.291 -3.321  -0.68
23 O -2.701 -3.449 -3.210  -0.68
24 O -4.968 1.797 1.291  -0.58
25 O -2.930 -4.700 0.395  -0.74
26 O 1.040 -2.336 -4.939  -0.65
27 O -0.836 1.602 5.289  -0.64
28 O 1.069 -5.436 0.751  -0.65
29 O -1.206 5.425 1.281  -0.66
30 O -4.727 -1.472 3.033  -0.63
31 H 0.556 -0.904 -1.607  0.13
32 H -0.878 -0.917 -0.902  0.13
33 H -2.932 -0.695 0.139  0.18
34 H -2.180 -1.002 1.444  0.12
35 H 1.322 -0.714 0.734  0.09
36 H 2.562 -0.893 1.641  0.24
37 H 1.233 2.858 1.076  0.22
38 H 1.314 1.488 1.712  0.30
39 H -0.981 2.141 1.278  0.40
40 H -2.215 1.409 0.942  0.42
41 H -0.031 -2.508 0.264  -0.04
42 H -0.687 -2.763 1.629  0.10
43 H 1.605 -1.020 -3.795  0.33
44 H 1.977 0.417 -3.286  0.42
45 H -1.353 -0.994 -4.126  0.26
46 H -0.078 -0.214 -3.632  0.41
47 H 0.935 -1.438 3.926  0.38
48 H 0.969 -0.112 3.176  0.45
49 H -3.109 -2.006 2.979  0.31
50 H -1.575 -1.872 3.598  0.26
51 H 2.756 -2.857 0.314  0.21
52 H 3.772 -3.214 1.490  0.20
53 H -4.500 -2.636 -1.258  0.35
54 H -3.268 -3.108 -0.621  0.41
55 H 3.372 1.936 -2.039  0.28
56 H 2.216 2.771 -2.616  0.31
57 H -2.491 3.406 -1.935  0.29
58 H -1.872 3.173 -0.488  0.41
59 H 3.585 -3.658 -1.984  0.22
60 H 3.073 -2.151 -2.280  0.23
61 H 0.323 -3.791 2.921  0.30
62 H 1.644 -3.038 2.507  0.45
63 H -1.567 2.899 -3.883  0.31
64 H -1.878 1.543 -2.918  0.38
65 H 0.070 4.121 -1.947  0.37
66 H 1.328 4.975 -2.062  0.25
67 H 4.944 -0.521 -0.975  0.28
68 H 4.990 -1.892 -0.079  0.28
69 H 1.799 4.999 1.267  0.28
70 H 2.965 4.823 0.324  0.23
71 H 4.503 2.937 0.376  0.26
72 H 5.589 2.528 -0.482  0.28
73 H -0.936 -3.930 -3.054  0.35
74 H 0.039 -5.050 -2.683  0.30
75 H -3.425 -4.079 -3.255  0.24
76 H -2.971 -2.792 -2.509  0.51
77 H -4.834 2.714 0.885  0.32
78 H -5.841 1.449 0.913  0.29
79 H -2.507 -5.532 0.170  0.30
80 H -2.248 -4.203 0.812  0.28
81 H 1.061 -3.179 -4.468  0.36
82 H 1.828 -2.399 -5.506  0.29
83 H -0.450 0.972 4.577  0.35
84 H -1.722 1.805 5.052  0.29
85 H 0.633 -6.087 1.276  0.29
86 H 0.677 -4.592 0.809  0.36
87 H -1.060 4.481 1.306  0.31
88 H -1.762 5.654 0.564  0.30
89 H -5.209 -1.374 2.197  0.30
90 H -5.223 -2.227 3.366  0.31

Calculated values
- E_LUMO (eV) = -0.425
- spin multiplicity = 1
- relative energy (zero: lowest compared OMol25 entry of this formula, charge and spin) (kJ/mol) = 303.6
- HOMO energy (eV) = -9.9
- frontier orbital gap (eV) = 9.5
- charge = 0
- strongest force on any atom (eV Å⁻¹) = 3.597

Let's list E in order: -23784.96009; -23784.51881; -27944.72531; -62402.12269 eV.